Molecular formula: C3H6N2O2
Method: DFT, wB97M-V/def2-TZVPD

The relative energy (zero: lowest compared OMol25 entry of this formula, charge and spin) comes out at 165.3 kcal per mole. As for the total charge: 0. Its largest force on an atom is 11.42 eV/Å. The calculation puts the gap between HOMO and LUMO at 9.661 eV. As for the HOMO energy: -0.3256 Eh. The value obtained for the electronic energy is -10277.6286 eV.

Element x y z (Å)
C  0.43  0.08  0.28
C  -0.66  0.27  -0.68
C  -0.27  1.91  0.27
H  1.63  -2.92  -0.28
H  0.11  -2.95  0.48
H  -1.44  -0.33  -0.17
H  -0.67  -0.26  -1.74
H  -1.12  1.53  1.18
H  -0.15  3.25  0.45
N  0.77  -2.33  -0.19
N  0.98  -1.05  0.67
O  -0.57  1.57  -0.93
O  0.96  1.24  0.67


Molecular formula: C33H25BrClN5O4V
Method: DFT, wB97M-V/def2-TZVPD

The relative energy (zero: lowest compared OMol25 entry of this formula, charge and spin) comes out at 0.0 kcal per mole. As for the total charge: +1. Its largest force on an atom is 0.90 eV/Å. The calculation puts the gap between HOMO and LUMO (alpha / beta) at 7.201 / 7.082 eV. As for the multiplicity: 3. As for the HOMO energy (alpha / beta): -0.3875 / -0.3875 Eh. The value obtained for the electronic energy is -158517.2241 eV.

Element x y z (Å)
V  -0.59  1.44  0.48
O  3.27  1.02  -0.36
C  2.16  1.46  -0.19
N  1.29  1.17  0.86
C  1.59  0.19  1.78
O  2.63  -0.43  1.88
C  0.42  -0.16  2.65
C  0.59  -0.95  3.78
C  -0.53  -1.29  4.52
C  -1.78  -0.83  4.11
C  -1.86  -0.06  2.97
N  -0.78  0.28  2.25
C  1.53  2.37  -1.22
C  2.32  3.00  -2.17
C  1.69  3.77  -3.14
C  0.31  3.86  -3.14
C  -0.40  3.19  -2.17
N  0.19  2.46  -1.22
H  1.58  -1.28  4.04
H  -0.44  -1.90  5.41
H  -2.68  -1.08  4.65
H  -2.81  0.31  2.61
H  3.39  2.86  -2.13
H  2.28  4.28  -3.89
H  -0.21  4.43  -3.89
H  -1.48  3.24  -2.14
C  -2.94  0.31  -1.49
O  -1.86  0.08  -0.55
C  -1.57  -1.26  -0.27
C  -2.51  -2.10  0.30
C  -2.12  -3.39  0.62
Br  -3.39  -4.55  1.41
C  -0.83  -3.83  0.39
C  0.11  -2.97  -0.17
C  -0.27  -1.68  -0.53
O  0.56  -0.77  -1.12
C  1.47  -3.47  -0.44
N  1.72  -4.66  -0.90
C  3.10  -4.72  -1.03
C  3.90  -5.77  -1.47
C  5.27  -5.56  -1.48
C  5.83  -4.35  -1.06
C  5.05  -3.30  -0.62
C  3.67  -3.51  -0.63
N  2.61  -2.69  -0.28
H  -2.86  -0.41  -2.30
H  -2.81  1.32  -1.87
H  -3.90  0.23  -0.99
H  -3.51  -1.76  0.50
H  -0.53  -4.84  0.64
H  1.42  -1.18  -1.31
H  3.46  -6.70  -1.79
H  5.92  -6.35  -1.81
H  6.91  -4.23  -1.08
H  5.48  -2.36  -0.30
H  2.70  -1.90  0.35
Cl  -5.72  4.86  -1.88
C  -4.39  4.39  -0.88
C  -3.25  5.17  -0.84
C  -2.18  4.79  -0.05
C  -2.23  3.63  0.73
C  -1.08  3.16  1.52
C  -3.41  2.87  0.68
C  -4.49  3.24  -0.12
H  -3.20  6.08  -1.43
H  -1.29  5.41  -0.02
H  -1.34  2.91  2.55
H  -0.25  3.86  1.52
H  -3.51  1.99  1.31
H  -5.40  2.66  -0.13


Molecular formula: C2H8OS2
Method: DFT, wB97M-V/def2-TZVPD

The relative energy (zero: lowest compared OMol25 entry of this formula, charge and spin) comes out at 17.6 kcal per mole. As for the total charge: 0. Its largest force on an atom is 1.34 eV/Å. As for the structure (SMILES): SCCS.O. The calculation puts the gap between HOMO and LUMO at 9.154 eV. As for the HOMO energy: -0.3209 Eh. The value obtained for the electronic energy is -25921.1714 eV.

Element x y z (Å)
S  -0.25  2.34  -1.08
C  -0.01  1.16  0.33
C  -1.21  0.16  0.38
S  -1.28  -0.80  -1.15
H  -1.50  2.72  -0.76
H  0.93  0.62  0.08
H  0.06  1.49  1.38
H  -1.09  -0.53  1.24
H  -2.17  0.70  0.51
H  -0.31  -1.63  -0.71
O  2.13  -2.10  -0.45
H  2.98  -1.70  -0.14
H  1.71  -2.43  0.37


Molecular formula: C35H42IrO2S4Sb2
Method: DFT, wB97M-V/def2-TZVPD

The relative energy (zero: lowest compared OMol25 entry of this formula, charge and spin) comes out at 0.0 kcal per mole. As for the total charge: +4. Its largest force on an atom is 0.20 eV/Å. The calculation puts the gap between HOMO and LUMO (alpha / beta) at 6.021 / 4.406 eV. As for the multiplicity: 6. As for the HOMO energy (alpha / beta): -0.5998 / -0.6744 Eh. The value obtained for the electronic energy is -100281.6835 eV.

Element x y z (Å)
Ir  -0.52  1.06  -1.78
C  -3.34  -0.98  -2.12
C  -3.87  0.34  -1.59
S  -2.67  1.10  -0.45
C  -3.19  2.84  -0.57
C  -2.06  3.76  -0.16
S  -0.49  3.51  -1.04
C  -0.66  4.41  -2.61
C  -1.43  3.68  -3.70
S  -0.71  2.04  -4.00
C  -2.13  1.18  -4.74
C  -1.98  -0.33  -4.59
S  -1.70  -0.91  -2.89
H  -4.04  -1.41  -2.85
H  -3.24  -1.71  -1.32
H  -4.80  0.17  -1.05
H  -4.06  1.04  -2.40
H  -4.05  2.98  0.09
H  -3.51  3.03  -1.59
H  -1.81  3.63  0.89
H  -2.36  4.81  -0.29
H  0.36  4.61  -2.92
H  -1.13  5.37  -2.39
H  -1.37  4.25  -4.63
H  -2.48  3.56  -3.44
H  -2.17  1.44  -5.80
H  -3.04  1.55  -4.26
H  -1.12  -0.69  -5.15
H  -2.86  -0.84  -4.98
C  1.44  -1.20  2.64
C  1.81  0.06  3.45
C  2.24  1.28  2.62
Sb  4.10  0.87  1.67
C  5.61  0.91  3.09
C  6.92  0.61  2.70
C  7.93  0.65  3.65
C  7.64  0.98  4.97
C  6.33  1.28  5.35
C  5.31  1.24  4.41
C  4.77  1.73  -0.11
C  5.68  2.77  0.03
C  6.20  3.36  -1.11
C  5.83  2.90  -2.36
C  4.92  1.85  -2.48
C  4.37  1.26  -1.36
Sb  3.08  -1.69  1.39
C  2.92  -2.93  -0.27
C  4.09  -3.39  -0.87
C  3.99  -4.31  -1.90
C  2.75  -4.77  -2.31
C  1.59  -4.30  -1.71
C  1.67  -3.37  -0.68
C  4.29  -2.99  2.65
C  5.12  -2.56  3.64
C  5.87  -3.51  4.43
C  5.79  -4.89  4.21
C  4.97  -5.34  3.21
C  4.23  -4.39  2.43
H  0.59  -1.02  1.99
H  1.24  -2.04  3.30
H  2.57  -0.18  4.19
H  0.92  0.34  4.02
H  2.38  2.16  3.26
H  1.52  1.53  1.84
H  7.16  0.38  1.67
H  8.95  0.44  3.36
H  8.43  1.03  5.70
H  6.12  1.56  6.37
H  4.30  1.50  4.72
H  6.00  3.13  1.01
H  6.91  4.17  -1.02
H  6.25  3.35  -3.25
H  4.64  1.49  -3.47
H  3.66  0.45  -1.46
H  5.07  -3.05  -0.55
H  4.89  -4.68  -2.39
H  2.68  -5.50  -3.11
H  0.62  -4.67  -2.02
H  0.76  -3.00  -0.21
H  5.25  -1.51  3.88
H  6.51  -3.13  5.22
H  6.37  -5.57  4.82
H  4.87  -6.39  2.99
H  3.60  -4.78  1.63
O  0.39  0.11  -0.01
O  1.65  -0.15  -0.25